Record 1
9 unconnected molecules or ions with the total composition C30H68BrN10O8, computed with ωB97M-V/def2-TZVPD.

The calculation puts the total energy at -133535.9010 eV. The calculation puts the maximum force at 1.82 eV/A. Its charge is -1. The calculation puts the HOMO-LUMO gap at 4.2 eV.

Each line ends with the Mulliken charge.
Cartesian coordinates (Å):
C  0.062  -3.048  -0.833  -1.44
C  0.300  -2.121  -2.009  0.00
C  0.852  -0.685  -1.743  0.00
Br  0.747  -0.242  0.217  -0.47
N  2.115  -0.416  -2.185  -0.50
C  2.132  -0.131  -3.578  -0.65
C  2.872  -1.158  -4.403  0.57
C  2.235  -1.710  -5.628  -0.77
N  4.013  -1.586  -4.077  -0.81
H  -0.914  -2.899  -0.401  0.31
H  0.835  -2.977  -0.091  0.46
H  0.066  -4.071  -1.185  0.41
H  -0.616  -2.016  -2.576  0.29
H  1.026  -2.587  -2.651  0.08
H  0.139  0.012  -2.206  0.24
H  1.138  -0.029  -4.029  0.31
H  2.665  0.813  -3.752  0.22
H  2.044  -2.761  -5.483  0.28
H  2.923  -1.630  -6.442  0.02
H  1.320  -1.192  -5.862  0.32
H  4.272  -1.156  -3.188  0.32
C  4.097  -0.512  -9.343  0.12
O  3.233  -0.798  -8.541  -0.54
N  5.262  -1.177  -9.452  0.12
C  6.276  -0.811  -10.414  -0.92
C  5.492  -2.298  -8.551  -0.93
H  4.004  0.331  -10.053  0.22
H  6.477  -1.641  -11.097  0.33
H  7.207  -0.544  -9.910  0.33
H  5.938  0.044  -10.995  0.29
H  4.724  -3.059  -8.690  0.28
H  5.450  -1.970  -7.512  0.32
H  6.469  -2.727  -8.757  0.36
C  -4.515  2.542  0.833  0.75
O  -5.462  2.749  1.583  -0.68
N  -3.839  1.394  0.768  0.21
C  -2.697  1.167  -0.116  -0.71
C  -4.268  0.310  1.641  -0.74
H  -4.143  3.315  0.140  -0.29
H  -2.906  0.336  -0.792  0.31
H  -1.822  0.912  0.485  0.19
H  -2.483  2.057  -0.705  0.25
H  -5.304  0.050  1.419  0.32
H  -4.211  0.628  2.677  0.02
H  -3.632  -0.558  1.490  0.34
C  2.348  -4.306  2.515  0.09
O  1.867  -4.123  1.414  -0.59
N  3.108  -3.404  3.154  0.20
C  3.655  -3.658  4.472  -0.48
C  3.372  -2.141  2.474  -0.68
H  2.197  -5.237  3.093  0.18
H  3.291  -2.908  5.181  0.30
H  4.746  -3.616  4.448  0.31
H  3.350  -4.651  4.811  -0.05
H  2.440  -1.621  2.250  -0.05
H  3.879  -2.314  1.525  0.33
H  3.996  -1.519  3.112  0.36
C  2.409  -7.216  5.847  0.21
O  3.420  -6.579  5.609  -0.68
N  2.383  -8.538  6.063  0.12
C  1.152  -9.251  6.337  -0.90
C  3.638  -9.270  6.015  -0.95
H  1.412  -6.746  5.899  0.23
H  1.200  -9.737  7.314  0.33
H  0.974  -10.014  5.576  0.34
H  0.317  -8.555  6.334  0.30
H  4.331  -8.884  6.762  0.30
H  4.104  -9.159  5.036  0.29
H  3.446  -10.322  6.208  0.37
C  -2.164  0.354  4.335  0.18
O  -3.292  0.025  4.663  -0.67
N  -1.044  -0.180  4.830  0.18
C  0.280  0.241  4.412  -0.88
C  -1.169  -1.228  5.828  -0.99
H  -1.978  1.145  3.587  0.25
H  0.822  -0.603  3.983  0.30
H  0.837  0.624  5.269  0.36
H  0.207  1.021  3.659  0.31
H  -1.724  -2.074  5.422  0.31
H  -1.708  -0.859  6.701  0.28
H  -0.177  -1.555  6.126  0.38
C  -0.005  6.521  -6.429  0.14
O  0.326  7.221  -7.376  -0.63
N  0.742  5.563  -5.879  0.13
C  0.271  4.776  -4.744  -0.65
C  2.060  5.304  -6.437  -0.95
H  -0.986  6.632  -5.931  0.25
H  0.940  4.905  -3.893  0.30
H  0.238  3.720  -5.004  0.34
H  -0.725  5.103  -4.460  0.10
H  2.677  6.203  -6.380  0.29
H  1.978  5.018  -7.486  0.29
H  2.530  4.501  -5.882  0.39
C  -2.796  6.422  -2.574  0.22
O  -2.348  5.300  -2.698  -0.64
N  -3.738  6.786  -1.686  0.18
C  -4.229  8.143  -1.609  -0.92
C  -4.283  5.781  -0.783  -1.01
H  -2.462  7.261  -3.209  0.18
H  -4.042  8.563  -0.619  0.32
H  -5.303  8.175  -1.804  0.33
H  -3.721  8.757  -2.350  0.33
H  -3.490  5.362  -0.165  0.30
H  -4.734  4.972  -1.357  0.32
H  -5.035  6.238  -0.147  0.40
C  -5.532  3.250  8.392  0.14
O  -4.507  3.828  8.702  -0.60
N  -5.766  2.687  7.199  0.15
C  -7.012  2.013  6.897  -0.88
C  -4.738  2.751  6.169  -0.99
H  -6.381  3.138  9.092  0.25
H  -6.827  0.968  6.641  0.31
H  -7.512  2.493  6.055  0.32
H  -7.669  2.051  7.764  0.31
H  -3.828  2.268  6.521  0.27
H  -4.507  3.790  5.934  0.30
H  -5.088  2.244  5.275  0.42


Record 2
5 unconnected molecules or ions with the total composition C12H23N5O2, computed with ωB97M-V/def2-TZVPD.

The calculation puts the total energy at -24361.0274 eV. The calculation puts the maximum force at 3.32 eV/A. The calculation puts the HOMO-LUMO gap at 9.5 eV.

Each line ends with the Mulliken charge.
Cartesian coordinates (Å):
C  6.281  2.429  14.905  -1.04
N  6.662  3.806  15.067  0.11
C  6.863  4.370  16.422  -0.77
C  6.874  4.593  13.957  0.10
O  7.180  5.770  14.050  -0.61
H  5.248  2.155  15.131  0.28
H  6.982  1.803  15.529  0.37
H  6.595  2.102  13.915  0.39
H  6.587  5.399  16.601  0.16
H  6.418  3.627  17.084  0.38
H  7.937  4.511  16.644  0.28
H  6.613  4.014  13.071  0.33
C  2.807  12.328  13.239  -0.71
N  1.768  11.365  13.070  0.03
C  2.036  9.940  13.337  -0.92
C  0.710  11.626  12.207  0.18
O  -0.102  10.868  11.784  -0.52
H  3.038  12.307  14.300  0.23
H  2.414  13.313  12.920  0.33
H  3.720  12.071  12.670  0.21
H  1.201  9.390  12.956  0.32
H  2.874  9.570  12.777  0.32
H  2.216  9.809  14.368  0.30
H  0.675  12.758  12.038  0.21
C  6.039  8.865  15.376  -0.42
C  5.092  9.904  15.851  0.31
N  4.340  10.706  16.237  -0.48
H  5.860  7.900  15.810  0.18
H  7.038  9.193  15.637  0.27
H  6.125  8.758  14.303  0.09
C  7.157  13.040  13.681  -0.62
C  7.984  11.966  14.295  0.36
N  8.612  11.174  14.848  -0.46
H  6.159  12.976  14.133  0.12
H  7.094  12.920  12.596  0.28
H  7.654  13.939  14.038  0.33
C  8.867  8.832  12.375  -0.67
C  7.548  9.228  11.918  0.36
N  6.504  9.587  11.670  -0.47
H  9.138  7.863  11.882  0.30
H  8.829  8.686  13.450  0.21
H  9.582  9.660  12.159  0.31


Record 3
2 unconnected molecules or ions with the total composition C5H12NO, computed with ωB97M-V/def2-TZVPD.

The calculation puts the total energy at -8905.0509 eV. The calculation puts the maximum force at 5.70 eV/A. Its charge is +1. The calculation puts the HOMO-LUMO gap at 8.1 eV.

Each line ends with the Mulliken charge.
Cartesian coordinates (Å):
C  2.501  -1.028  -0.204  -1.18
C  -0.708  0.447  -1.736  -1.02
C  -2.187  1.103  1.965  -0.87
C  1.503  0.105  -0.374  -0.04
C  0.275  -0.334  -0.953  0.12
N  -1.121  0.680  1.267  0.23
O  -0.037  0.716  1.788  -0.37
H  1.947  -1.853  0.211  0.37
H  2.835  -1.215  -1.259  0.31
H  3.323  -0.804  0.430  0.39
H  -1.817  0.317  -1.305  0.30
H  -0.830  -0.141  -2.766  0.37
H  -0.542  1.571  -1.873  0.33
H  -1.991  1.218  3.005  0.41
H  -3.069  0.320  1.943  0.32
H  -2.889  1.812  1.445  0.33
H  1.919  1.041  -0.798  0.37
H  1.157  0.430  0.630  0.35
H  0.027  -1.365  -0.728  0.31


Record 4
8 unconnected molecules or ions with the total composition C12H40O8, computed with ωB97M-V/def2-TZVPD.

The calculation puts the total energy at -29461.1605 eV. The calculation puts the maximum force at 13.39 eV/A. The calculation puts the HOMO-LUMO gap at 9.9 eV.

Each line ends with the Mulliken charge.
Cartesian coordinates (Å):
C  -47.575  18.130  27.466  -1.45
C  -48.063  18.902  28.678  0.80
C  -48.334  17.984  29.938  -1.16
O  -47.302  19.993  28.927  -0.12
H  -48.284  17.346  27.115  0.41
H  -46.856  17.556  27.906  0.34
H  -47.376  18.754  26.584  0.32
H  -49.113  19.016  28.320  0.19
H  -48.891  18.612  30.778  0.21
H  -47.555  17.689  30.226  0.07
H  -48.764  17.078  29.665  0.56
H  -47.799  20.580  29.662  0.10
C  -43.905  15.888  25.737  -0.69
C  -43.643  17.317  26.272  0.73
C  -42.825  17.297  27.609  -1.27
O  -42.723  18.054  25.385  -0.60
H  -44.633  16.076  24.841  0.11
H  -44.541  15.522  26.389  0.08
H  -43.087  15.188  25.375  0.30
H  -44.612  17.760  26.432  0.07
H  -42.315  18.129  27.969  0.39
H  -41.855  16.814  27.245  0.36
H  -43.267  16.575  28.408  0.17
H  -43.260  18.747  25.058  0.36
C  -47.565  22.120  31.565  -0.51
O  -48.545  21.986  30.536  -0.61
H  -47.384  21.199  31.790  0.17
H  -48.025  22.641  32.477  0.37
H  -46.786  23.004  31.218  0.19
H  -49.268  22.675  30.634  0.31
C  -45.786  17.116  32.508  -0.40
O  -45.575  16.411  31.285  -0.46
H  -44.924  16.994  33.221  0.27
H  -46.692  16.721  33.193  0.22
H  -46.091  18.028  32.348  0.00
H  -45.112  17.161  30.724  0.26
C  -47.235  14.259  28.807  -0.13
O  -48.210  13.285  29.047  -0.55
H  -46.666  14.271  27.801  0.11
H  -46.595  14.599  29.625  0.26
H  -47.777  15.173  28.511  -0.05
H  -48.443  13.238  29.994  0.32
C  -47.203  15.113  24.479  -0.16
O  -48.447  14.458  24.445  -0.58
H  -47.163  15.132  25.609  -0.10
H  -47.172  16.044  23.942  0.31
H  -46.320  14.335  24.206  0.21
H  -48.639  14.040  25.321  0.33
C  -44.026  19.930  30.889  -0.72
O  -44.637  19.148  29.874  -0.10
H  -44.802  20.416  31.479  0.23
H  -43.424  20.535  30.254  0.37
H  -43.491  19.198  31.860  0.16
H  -45.360  19.568  29.711  0.14
C  -46.793  22.295  26.077  -0.40
O  -45.755  21.327  26.435  -0.57
H  -47.638  21.663  25.372  0.16
H  -46.240  23.075  25.635  0.30
H  -47.160  22.495  27.240  0.11
H  -46.136  20.763  27.126  0.27


Record 5
A molecular structure, C4H7LaO2, computed with ωB97M-V/def2-TZVPD.

The calculation puts the total energy at -9189.3202 eV. The calculation puts the maximum force at 5.25 eV/A. Its charge is +2. The calculation puts the HOMO-LUMO gap at 4.3 eV.

Each line ends with the Mulliken charge.
Cartesian coordinates (Å):
H  -2.091  -0.435  -1.141  0.42
O  -1.466  -0.206  0.440  -0.47
C  -1.834  -1.400  0.412  0.12
C  -2.790  -1.497  -0.735  -0.79
C  -2.372  -2.486  -1.844  -0.54
C  -3.378  -2.449  -2.970  -0.06
O  -3.096  -2.118  -4.097  -0.41
La  -3.456  2.332  1.290  1.99
H  -1.049  -2.165  0.530  0.38
H  -3.710  0.335  -0.067  -0.05
H  -3.637  -2.044  -0.264  0.36
H  -2.393  -3.508  -1.431  0.37
H  -1.381  -2.225  -2.235  0.36
H  -4.439  -2.362  -2.636  0.32


Record 6
2 unconnected molecules or ions with the total composition CH3N2O3S, computed with ωB97M-V/def2-TZVPD.

The calculation puts the total energy at -21042.4542 eV. The calculation puts the maximum force at 4.28 eV/A. Its charge is -1. The calculation puts the HOMO-LUMO gap (alpha / beta) at 6.0 / 6.8 eV.

Each line ends with the Mulliken charge.
Cartesian coordinates (Å):
C  1.340  1.252  -0.294  0.07
N  -0.749  0.398  0.858  -0.57
N  0.723  0.630  0.679  -0.09
O  4.255  -0.509  -1.208  -0.49
O  0.931  1.823  -1.255  -0.51
O  3.498  -0.915  1.114  -0.59
S  3.882  0.078  0.049  0.45
H  -1.082  -0.395  0.293  0.21
H  -1.169  1.259  0.620  0.22
H  1.235  -0.056  1.317  0.28